C13H21LuN5O3 | ωB97M-V/def2-TZVPD

The geometry in ORCA input format:
```
! RIJCOSX wB97M-V def2-TZVPD def2/J DEFGRID3
* xyz 3 1
C 3.70355 -0.31225 1.50399
C 2.73523 0.88498 0.84520
N 1.36358 0.28069 0.73822
C 0.49892 0.95344 -0.34257
C 0.86520 2.58259 -0.17892
N 1.27416 3.82967 -0.08236
C 1.08563 0.51287 -1.76775
C 0.13776 -0.11672 -2.90709
C -0.08554 -1.77136 -2.80164
O 0.37098 -2.33829 -1.52346
C -1.10185 0.85347 -0.05275
C -1.77997 2.03903 -1.03192
N -2.28102 2.89610 -1.88940
C -1.43740 1.45429 1.47298
O -1.88134 2.88961 1.41507
N -3.01187 3.05943 2.12495
O -3.96592 2.86058 1.38584
N -1.80575 -0.39944 -0.41336
C -1.91955 -1.35664 0.52793
C -0.83146 -1.89642 1.61889
C -3.39527 -2.15046 0.56618
H 3.92247 -1.17071 0.70376
H 4.72556 0.22683 1.74704
H 3.27238 -0.74833 2.50056
H 3.25799 1.16546 -0.16214
H 2.82068 1.77921 1.63206
H 1.45607 -0.75028 0.49210
H 1.65064 1.44238 -2.26345
H 1.96496 -0.27364 -1.57366
H 0.68899 0.03103 -3.95650
H -0.92868 0.33460 -3.04412
H -1.26025 -1.97348 -2.85227
H 0.36128 -2.32497 -3.75953
H -0.35201 -2.93182 -1.16035
H -2.31923 0.91037 2.01094
H -0.50831 1.44781 2.18267
H -1.35557 -2.62991 2.39675
H -0.39667 -1.00493 2.28046
H 0.04748 -2.49183 1.12697
H -4.15915 -1.70851 -0.20307
H -3.15409 -3.25550 0.18540
H -3.81348 -2.26749 1.65586
Lu 5.54085 1.43853 0.85248
*
```

* gap between HOMO and LUMO: 1.9 eV
* HOMO level: -17.45 eV
* max |F|: 12.39 eV/A

Atom charges from the natural (NBO) analysis, given in e for atoms 1 to 8: -0.5543 -0.2801 -0.6392 0.1041 0.1901 -0.1989 -0.4620 -0.4567

***

CH9LiO4 | ωB97M-V/def2-TZVPD

The geometry in ORCA input format:
```
! RIJCOSX wB97M-V def2-TZVPD def2/J DEFGRID3
* xyz 0 1
Li -0.23173 0.28987 -0.23180
C 1.16327 -1.83713 -0.31380
O 1.61027 -0.44313 -0.37080
H 1.12227 -2.13113 0.75520
H 1.86927 -2.36513 -0.88180
H 0.26827 -1.71013 -0.84780
O -0.18273 2.24987 -0.19580
H -0.78873 3.01687 -0.07080
H 0.68827 2.64287 0.02820
O -1.99273 -0.15313 -1.18580
H -2.37773 0.42787 -1.86780
H -2.10773 -0.99013 -1.70580
O -0.03973 0.10187 2.07520
H 0.12927 1.08087 2.31320
H 0.87027 -0.18013 2.50020
*
```

* gap between HOMO and LUMO: 6.0 eV
* HOMO level: -6.32 eV
* max |F|: 4.59 eV/A
* ΔE to the lowest compared entry with this formula, charge and spin: 0.0000 eV

Atom charges from the natural (NBO) analysis, given in e for atoms 1 to 8: 0.9010 -0.2758 -1.0809 0.1336 0.1616 0.1111 -0.9687 0.4856

***

C7H9NO | ωB97M-V/def2-TZVPD

The geometry in ORCA input format:
```
! RIJCOSX wB97M-V def2-TZVPD def2/J DEFGRID3
* xyz 0 1
C 1.26524 -0.43731 0.47427
C 1.50349 1.09478 -0.07296
C -0.71154 0.78209 -0.19771
C -2.02134 0.74522 -0.06492
C -2.34514 -0.77001 0.12530
C -0.94388 -1.38617 -0.22356
C -0.08348 -0.44171 -0.18354
H 3.44413 -0.85269 -0.06710
H 2.36513 -2.14345 -0.16167
H 1.08273 -0.48302 1.63533
H 2.38905 1.41268 0.67825
H 1.77651 1.17717 -1.13069
H -2.69343 1.51873 -0.35298
H -3.56483 -1.31679 -0.40974
H -2.09071 -1.06833 1.70671
H -0.84952 -2.48208 -0.14375
N 2.35349 -1.09233 -0.24760
O 0.21079 1.79534 0.10470
*
```

* gap between HOMO and LUMO: 8.5 eV
* HOMO level: -8.29 eV
* max |F|: 6.42 eV/A
* ΔE to the lowest compared entry with this formula, charge and spin: 7.7578 eV

Atom charges from the natural (NBO) analysis, given in e for atoms 1 to 8: -0.0695 -0.0722 0.2880 -0.3473 -0.3555 -0.1514 -0.1662 0.3782

***

C35H42AsF8N2P2Ti | ωB97M-V/def2-TZVPD

The geometry in ORCA input format:
```
! RIJCOSX wB97M-V def2-TZVPD def2/J DEFGRID3
* xyz 0 2
Ti -0.85280 1.09986 0.09053
C -1.20663 -1.74477 3.24686
C -1.87149 -2.34288 2.00029
C -0.94488 -3.39166 1.39669
P -2.29483 -0.93765 0.82415
C -4.11251 -0.65282 1.21325
C -4.26925 -0.46832 2.72609
C -5.13736 -1.65675 0.69320
C -2.11019 -1.70940 -0.82752
C -2.89848 -2.77807 -1.25141
C -2.64224 -3.46340 -2.42390
C -1.52230 -3.11290 -3.16650
C -0.69559 -2.09016 -2.75090
C -0.96631 -1.33140 -1.59209
N -0.12449 -0.34428 -1.12100
C 1.07929 -0.01558 -1.78020
C 1.17859 0.26887 -3.14668
C 2.38000 0.66929 -3.70341
C 3.50753 0.81510 -2.90956
C 3.42739 0.53264 -1.55446
C 2.23616 0.10607 -0.98122
P 2.03774 -0.50724 0.74329
C 2.83322 -2.19124 0.42993
C 2.17645 -2.95009 -0.72475
C 2.83973 -3.03560 1.70392
C 3.42452 0.33685 1.71597
C 3.03711 0.32462 3.20588
C 4.86460 -0.16718 1.59239
H -1.04415 -2.51963 3.99956
H -1.80680 -0.95410 3.69682
H -0.23695 -1.31977 2.97444
H -2.81564 -2.81709 2.27787
H -0.03265 -2.91699 1.03578
H -1.39959 -3.93105 0.56961
H -0.67138 -4.11694 2.16745
H -4.34773 0.30358 0.75008
H -3.55628 0.25399 3.12175
H -5.26885 -0.08508 2.93452
H -4.15588 -1.41012 3.26581
H -4.96653 -2.66279 1.08379
H -5.15976 -1.68610 -0.39427
H -6.12616 -1.33898 1.03145
H -3.71641 -3.11516 -0.63317
H -3.28040 -4.28037 -2.73342
H -1.27887 -3.65652 -4.07092
H 0.20368 -1.89342 -3.31381
H 0.29380 0.22618 -3.76643
H 2.43000 0.89418 -4.76171
H 4.44778 1.13005 -3.34364
H 4.31378 0.64825 -0.94667
H 3.86282 -1.97222 0.13658
H 1.09948 -3.05506 -0.59248
H 2.60563 -3.95324 -0.78928
H 2.35237 -2.44995 -1.67581
H 1.82398 -3.24918 2.04057
H 3.36308 -2.53748 2.52052
H 3.34198 -3.98765 1.51678
H 3.40230 1.36866 1.35881
H 3.56116 1.11368 3.75054
H 3.31012 -0.62750 3.66364
H 1.96443 0.45832 3.35435
H 4.96102 -1.19862 1.93118
H 5.50102 0.44654 2.23550
H 5.26754 -0.10400 0.58366
F -2.56252 2.31035 -4.99874
C -1.67597 2.48132 -4.00985
C -1.81954 1.76270 -2.83584
C -0.89799 1.95687 -1.82491
C 0.15797 2.88013 -1.95991
C 0.26018 3.55251 -3.17812
F 1.28260 4.40608 -3.40561
C -0.63438 3.37059 -4.20760
C 0.95342 3.12512 -0.76703
C 1.84735 4.18015 -0.59161
C 2.34346 4.46900 0.66207
C 1.93637 3.69759 1.74892
C 1.09514 2.64108 1.51385
N 0.62399 2.32565 0.29337
H -2.64075 1.06034 -2.74507
H -0.52853 3.91638 -5.13435
H 2.11042 4.79698 -1.43560
H 3.01678 5.30334 0.80507
H 2.27081 3.91466 2.75317
H 0.76648 2.00780 2.32702
F -1.64902 1.94327 1.94956
As -2.81282 3.13680 1.19979
F -1.55885 3.80997 0.23992
F -2.44227 4.25645 2.44855
F -3.98766 4.12350 0.43703
F -4.03868 2.41114 2.16917
F -3.03090 1.89393 -0.08152
*
```

* <S²>: 0.76
* gap between HOMO and LUMO (spin up / spin down): 6.8 / 6.7 eV
* HOMO level (spin up / spin down): -7.24 / -7.24 eV
* max |F|: 3.49 eV/A
* ΔE to the lowest compared entry with this formula, charge and spin: 1.1231 eV

Atom charges from the Mulliken analysis, given in e for atoms 1 to 8: -1.5789 -1.4555 0.6076 -1.9570 1.9435 1.0368 -1.7488 -1.8611

***

C5H10O | ωB97M-V/def2-TZVPD

The geometry in ORCA input format:
```
! RIJCOSX wB97M-V def2-TZVPD def2/J DEFGRID3
* xyz 0 1
C 2.48223 0.16521 -0.01111
C 0.99058 0.00752 0.12307
C 0.40144 -1.15974 -0.24184
O -0.91409 -1.50411 -0.25053
C -1.69728 -0.51250 0.39992
C -1.89422 0.89988 -0.36996
H 3.04101 -0.47531 -0.79798
H 2.64588 1.22239 -0.31391
H 3.01488 -0.12900 0.90110
H 0.44299 0.97450 0.33633
H 1.09513 -1.96564 -0.53121
H -1.31087 -0.39397 1.48036
H -2.66883 -0.99916 0.57400
H -2.05696 1.70691 0.65421
H -2.73130 0.96824 -1.28871
H -0.84060 1.19477 -0.66373
*
```

* gap between HOMO and LUMO: 9.6 eV
* HOMO level: -8.58 eV
* SMILES string: C/C=C/OCC
* max |F|: 4.06 eV/A
* ΔE to the lowest compared entry with this formula, charge and spin: 3.0043 eV

Atom charges from the natural (NBO) analysis, given in e for atoms 1 to 8: -0.6411 -0.3327 0.1424 -0.4918 -0.0964 -0.6648 0.2102 0.2149

***

CH4IN2O | ωB97M-V/def2-TZVPD

The geometry in ORCA input format:
```
! RIJCOSX wB97M-V def2-TZVPD def2/J DEFGRID3
* xyz 1 1
C -0.90686 -0.28420 -0.21604
N -1.43046 -1.37409 0.17414
N -0.42628 0.74891 -0.53578
O 1.57195 1.28797 0.15133
I 3.02649 0.04126 -0.23924
H -0.97685 -2.18780 0.40503
H -2.40728 -1.39615 0.43947
H -0.31007 1.44773 -1.21228
H 1.85937 1.71638 1.03336
*
```

* gap between HOMO and LUMO: 8.8 eV
* HOMO level: -13.04 eV
* max |F|: 5.81 eV/A
* ΔE to the lowest compared entry with this formula, charge and spin: 0.9047 eV

Atom charges from the natural (NBO) analysis, given in e for atoms 1 to 8: 0.7422 -0.7624 -0.4127 -0.9380 0.4594 0.4542 0.4615 0.4821